(1)
Below is C6H8FN in the gas phase in a non-equilibrium geometry, with properties calculated with ωB97M-V with the def2-TZVPD basis set.

```
16
Properties=species:S:1:pos:R:3:forces:R:3:mulliken_spin:R:1
C -2.973 -1.153 0.394 2.3 0.1 -1.6 0.045
C 0.339 0.389 -0.420 -6.4 -4.1 -0.9 0.429
C 1.513 0.803 0.130 4.8 1.9 0.7 0.685
C -1.846 -0.926 -0.284 0.2 0.9 2.0 -0.031
C -0.604 -0.447 0.379 1.2 2.1 -4.6 0.158
C 2.663 1.266 -0.666 1.5 1.0 -1.2 -0.034
N -0.329 -0.605 1.612 1.0 -0.4 3.4 0.537
F -1.742 -0.901 -1.605 -0.6 -0.3 -0.8 0.005
H -3.849 -1.394 -0.047 -2.5 -0.8 -1.9 0.004
H -3.084 -1.142 1.414 0.6 0.3 2.3 0.004
H 0.088 0.407 -1.514 0.6 0.5 1.2 0.021
H 1.833 0.640 1.111 -0.7 -0.4 1.6 0.049
H 3.707 0.862 -0.269 -2.2 0.8 -0.8 0.030
H 2.482 0.922 -1.754 0.7 0.9 1.4 0.008
H 2.778 2.476 -0.615 -0.3 -2.6 -0.4 0.098
H -0.976 -1.198 2.133 -0.1 0.1 -0.3 -0.009
```
Forces are in eV/Å.

Properties
Kohn-Sham gap (alpha / beta) = 0.259 / 0.256 hartree
spin multiplicity = 3
energy relative to the best compared isomer or geometry (same formula, charge and spin) = 1.182 eV
total energy = -10553.5912 eV
maximum force = 7.7 eV/A
charge = 0

(2)
Below is 2 unconnected molecules or ions with the total composition C6H8IN2 in a non-equilibrium geometry, with properties calculated with ωB97M-V with the def2-TZVPD basis set.

```
17
Properties=species:S:1:pos:R:3:forces:R:3:nbo_charge:R:1
C -1.347 -2.108 -0.359 -3.0 0.0 -0.3 -0.030
C -1.135 -0.800 0.092 0.1 0.7 0.3 0.133
C -0.097 2.080 -0.111 -0.8 2.1 -0.8 -0.431
C 0.310 1.764 1.286 -1.0 -0.8 2.2 -0.412
C 0.705 0.848 0.147 0.4 -0.9 -0.9 -0.093
C 0.682 -1.584 -0.806 2.1 -1.1 3.3 -0.019
N -0.291 -2.526 -0.936 0.2 -1.8 -0.8 -0.365
N 0.081 -0.440 -0.088 1.9 -1.4 -1.0 -0.293
I 2.161 -1.424 -2.231 0.0 0.3 -0.1 0.394
H -2.365 -2.550 -0.396 1.2 -0.2 0.2 0.254
H -1.726 -0.014 0.407 -2.0 0.9 1.1 0.238
H -1.227 2.153 -0.394 2.4 -0.5 0.3 0.254
H 0.588 2.870 -0.544 -1.4 -0.8 0.2 0.258
H 1.057 2.377 1.770 0.3 -0.1 -0.3 0.256
H -0.429 1.445 2.145 1.2 0.2 -2.3 0.250
H 1.695 0.726 -0.336 -0.4 0.8 0.9 0.251
H 1.338 -2.816 0.352 -1.2 2.5 -2.0 0.357
```
Forces are in eV/Å.

Properties
Kohn-Sham gap (alpha / beta) = 0.273 / 0.273 hartree
energy relative to the best compared isomer or geometry (same formula, charge and spin) = 4.030 eV
total energy = -17420.1152 eV
maximum force = 4.1 eV/A
charge = +1

Question: The lowest energy relative to the best compared isomer or geometry (same formula, charge and spin) belongs to which entry?
Answer: C6H8FN

Question: Which formula does entry 2 have?
Answer: C6H8IN2